{
  "formula": "C58H45F5IKN4O2PSi",
  "method": "ωB97M-V/def2-TZVPD",
  "species": ["K", "C", "C", "C", "C", "C", "C", "C", "C", "C", "C", "H", "H", "H", "H", "H", "H", "H", "H", "H", "H", "H", "H", "H", "H", "I", "C", "C", "C", "C", "C", "C", "C", "C", "C", "P", "C", "C", "C", "C", "C", "C", "C", "C", "C", "C", "C", "C", "C", "H", "H", "H", "H", "H", "H", "H", "H", "H", "H", "H", "H", "H", "H", "H", "H", "O", "N", "N", "C", "N", "C", "N", "C", "C", "C", "C", "C", "C", "Si", "C", "C", "C", "C", "C", "C", "C", "C", "C", "C", "C", "C", "H", "H", "H", "H", "H", "H", "H", "H", "H", "H", "H", "H", "H", "H", "H", "F", "C", "C", "F", "C", "F", "C", "O", "C", "F", "C", "F"],
  "xyz": [[0.0556, -0.6263, 0.0893], [5.3262, -2.1352, 1.2576], [3.8196, -1.8610, 1.2465], [3.0415, -3.1275, 1.5839], [3.4255, -1.2275, -0.0717], [3.5953, 0.1427, -0.2495], [3.3232, 0.7535, -1.4600], [2.8633, 0.0131, -2.5441], [2.5938, 0.6771, -3.8635], [2.6737, -1.3509, -2.3666], [2.9551, -1.9651, -1.1526], [5.6355, -2.5526, 2.2171], [5.8958, -1.2230, 1.0782], [5.5855, -2.8520, 0.4754], [3.6135, -1.1188, 2.0253], [3.3180, -3.9511, 0.9226], [1.9642, -2.9797, 1.5083], [3.2732, -3.4446, 2.6026], [3.9362, 0.7408, 0.5869], [3.4422, 1.8253, -1.5558], [3.5244, 0.8387, -4.4127], [2.1174, 1.6460, -3.7165], [1.9359, 0.0685, -4.4841], [2.2989, -1.9475, -3.1915], [2.8035, -3.0320, -1.0532], [-0.9604, 0.9243, -2.7796], [-1.6717, -0.1102, -4.4686], [-1.2257, 0.4062, -5.6592], [-1.6671, -0.0914, -6.8970], [-2.5989, -1.0802, -6.9171], [-3.0882, -1.6382, -5.7120], [-4.0995, -2.6242, -5.7976], [-4.6197, -3.1853, -4.6752], [-4.0864, -2.8289, -3.4259], [-3.0805, -1.9043, -3.2798], [-2.3416, -1.7934, -1.5826], [-3.5639, -0.8043, -0.6653], [-3.3964, -0.7226, 0.7180], [-4.1665, 0.1464, 1.4715], [-5.0935, 0.9702, 0.8453], [-5.2511, 0.9130, -0.5300], [-4.4955, 0.0247, -1.2828], [-2.6073, -3.5034, -0.9764], [-1.7081, -4.4615, -1.4415], [-1.7699, -5.7672, -0.9931], [-2.7152, -6.1320, -0.0429], [-3.6016, -5.1837, 0.4401], [-3.5534, -3.8772, -0.0299], [-2.5922, -1.2105, -4.4438], [-0.5364, 1.2396, -5.6434], [-1.2888, 0.3384, -7.8155], [-2.9942, -1.4558, -7.8529], [-4.4554, -2.9087, -6.7798], [-5.4090, -3.9221, -4.7334], [-4.4633, -3.3352, -2.5483], [-2.6473, -1.3370, 1.2054], [-4.0196, 0.1940, 2.5428], [-5.6776, 1.6712, 1.4268], [-5.9438, 1.5789, -1.0257], [-4.6156, 0.0011, -2.3581], [-0.9427, -4.1725, -2.1541], [-1.0596, -6.4963, -1.3585], [-2.7419, -7.1448, 0.3369], [-4.3305, -5.4545, 1.1931], [-4.2541, -3.1463, 0.3549], [0.3623, 1.6106, -0.3638], [0.2436, 2.7544, 0.3838], [-0.5454, 3.7155, -0.1426], [-1.4520, 3.8079, -0.9102], [-2.2646, 4.1724, -1.7961], [-3.5720, 3.9750, -1.6935], [-4.7222, 3.8761, -1.6983], [-0.3732, 6.9226, 3.6875], [0.6075, 7.1705, 2.7399], [1.2014, 6.1133, 2.0643], [0.8287, 4.7971, 2.3226], [-0.1546, 4.5667, 3.2877], [-0.7535, 5.6166, 3.9629], [1.5343, 3.3287, 1.4048], [2.0084, 2.0444, 2.6843], [2.8782, 2.4281, 3.7100], [3.1888, 1.5661, 4.7506], [2.6176, 0.3018, 4.8004], [1.7459, -0.0980, 3.8002], [1.4594, 0.7668, 2.7541], [3.0253, 3.8542, 0.3868], [2.7985, 4.6120, -0.7659], [3.8409, 4.9793, -1.6024], [5.1397, 4.5926, -1.3006], [5.3870, 3.8435, -0.1608], [4.3378, 3.4807, 0.6720], [-0.8423, 7.7457, 4.2114], [0.9081, 8.1876, 2.5229], [1.9677, 6.3195, 1.3262], [-0.4579, 3.5499, 3.5108], [-1.5180, 5.4178, 4.7024], [3.3056, 3.4253, 3.7095], [3.8647, 1.8868, 5.5332], [2.8497, -0.3675, 5.6193], [1.2918, -1.0804, 3.8154], [0.7942, 0.4305, 1.9757], [1.7856, 4.8964, -1.0275], [3.6392, 5.5564, -2.4958], [5.9555, 4.8694, -1.9564], [6.3966, 3.5304, 0.0743], [4.5473, 2.8811, 1.5500], [-2.6874, -5.2244, 5.4842], [-2.0835, -4.5185, 4.5050], [-1.3120, -5.1540, 3.5436], [-1.1698, -6.4910, 3.5937], [-0.6969, -4.4339, 2.5415], [0.0466, -5.1065, 1.6400], [-0.8267, -3.0301, 2.4044], [-0.3062, -2.3620, 1.4493], [-1.5979, -2.4300, 3.4293], [-1.7467, -1.0832, 3.4179], [-2.2139, -3.1424, 4.4383], [-2.9440, -2.4991, 5.3666]],
  "forces_ev_per_angstrom": [[0.40, -0.14, -1.17], [-0.01, 0.01, 0.00], [0.01, 0.03, 0.03], [0.01, 0.00, 0.03], [0.07, -0.08, 0.04], [0.01, 0.01, -0.01], [-0.02, -0.01, 0.01], [0.00, 0.02, 0.01], [0.00, 0.02, -0.04], [-0.02, -0.03, -0.04], [-0.03, -0.06, 0.05], [0.01, -0.01, 0.04], [0.03, 0.03, -0.01], [0.00, -0.02, -0.02], [0.00, -0.02, -0.01], [0.01, -0.04, -0.03], [-0.06, 0.01, 0.00], [0.01, -0.01, 0.02], [0.01, 0.04, 0.04], [0.01, 0.05, -0.01], [0.02, 0.01, -0.02], [-0.01, 0.03, 0.00], [-0.02, -0.01, -0.02], [-0.02, 0.00, 0.00], [-0.05, -0.04, 0.02], [0.06, -0.05, -0.12], [0.01, 0.02, -0.01], [-0.02, -0.01, 0.07], [0.00, 0.00, -0.01], [0.00, 0.00, -0.01], [-0.01, -0.01, -0.06], [-0.02, -0.02, 0.02], [0.01, 0.01, -0.04], [0.03, 0.02, 0.00], [-0.07, 0.03, 0.06], [-0.06, -0.34, -0.24], [0.15, 0.11, -0.01], [0.04, 0.01, 0.03], [-0.02, 0.01, 0.03], [0.02, -0.02, 0.02], [-0.10, -0.05, -0.01], [0.00, 0.00, 0.00], [-0.07, 0.08, 0.08], [0.02, 0.00, -0.04], [0.00, -0.05, 0.03], [0.01, -0.02, 0.01], [0.00, 0.00, 0.01], [-0.08, 0.02, 0.02], [0.01, 0.05, 0.02], [0.02, 0.01, 0.01], [0.00, 0.00, 0.00], [-0.01, -0.01, -0.02], [-0.01, 0.00, -0.04], [-0.03, -0.03, 0.00], [-0.02, -0.01, 0.03], [0.00, 0.00, -0.01], [0.00, 0.00, 0.01], [-0.01, 0.02, 0.01], [0.02, 0.01, 0.01], [-0.01, 0.00, -0.04], [0.01, 0.01, 0.00], [0.03, -0.03, -0.01], [0.00, -0.02, 0.00], [-0.02, -0.01, 0.02], [0.01, -0.01, -0.01], [0.15, 1.20, -0.05], [0.02, 0.18, 0.08], [-0.19, 0.04, 0.31], [0.06, 0.01, 0.09], [0.19, 0.04, -0.33], [-0.19, 0.08, 0.13], [-0.10, -0.01, -0.06], [0.01, 0.04, 0.01], [-0.01, 0.04, 0.01], [0.07, 0.02, -0.01], [-0.01, -0.05, -0.03], [0.00, -0.02, 0.01], [-0.02, 0.01, 0.01], [0.13, -0.06, -0.11], [-0.04, 0.05, -0.02], [0.01, 0.02, 0.00], [0.02, 0.02, 0.02], [0.02, -0.02, 0.02], [0.04, -0.03, -0.02], [-0.07, -0.07, -0.12], [-0.05, -0.06, 0.04], [-0.02, -0.06, -0.04], [0.02, 0.01, -0.02], [0.02, 0.02, -0.02], [0.04, 0.00, 0.01], [0.01, 0.01, 0.05], [-0.01, 0.02, 0.01], [0.00, 0.02, 0.00], [0.01, 0.00, -0.02], [-0.01, -0.02, 0.01], [-0.02, 0.00, 0.02], [0.02, 0.04, 0.00], [0.01, 0.01, 0.01], [0.00, 0.00, 0.01], [-0.03, -0.04, 0.01], [-0.03, 0.22, 0.26], [-0.04, 0.02, -0.01], [0.00, 0.01, -0.02], [0.01, 0.00, -0.01], [0.01, 0.00, 0.00], [0.00, -0.02, 0.02], [0.03, 0.02, -0.03], [0.01, -0.01, -0.02], [-0.02, 0.02, 0.04], [-0.01, 0.04, 0.01], [-0.01, -0.03, -0.02], [-0.04, 0.04, 0.02], [-0.05, -0.14, 0.09], [-0.21, -0.93, 0.96], [-0.01, -0.01, 0.04], [0.03, -0.07, 0.00], [-0.01, -0.04, 0.02], [0.02, -0.03, -0.02]],
  "mulliken_charge": [1.31, -1.75, 1.59, -2.12, -0.13, 0.17, -0.05, 0.80, -1.72, -0.71, -0.14, 0.45, 0.35, 0.37, -0.40, 0.37, 0.19, 0.50, 0.50, 0.10, 0.45, 0.32, 0.29, 0.33, 0.18, -0.22, -0.44, -0.32, -0.99, -0.86, 1.06, -0.72, -1.24, -0.01, 0.32, 0.50, 1.15, -0.38, -0.92, -0.69, -0.70, -0.88, 0.10, -0.68, -0.69, -0.47, -0.84, 0.25, 0.07, 0.46, 0.41, 0.34, 0.35, 0.43, 0.49, 0.28, 0.49, 0.38, 0.36, 0.31, 0.33, 0.40, 0.39, 0.44, 0.43, 1.35, 0.92, -1.19, 0.29, -0.66, 0.62, -0.62, -0.47, -0.67, -0.33, 0.50, -0.51, -0.71, -1.52, -0.01, -0.38, -0.95, -0.72, -0.48, 1.01, 1.09, -0.06, -0.79, -0.56, -0.57, -0.32, 0.37, 0.40, 0.38, 0.45, 0.41, 0.55, 0.38, 0.41, 0.47, -0.36, 0.34, 0.44, 0.36, 0.41, 0.29, -0.36, 0.65, 0.42, -0.38, -0.25, -0.50, 0.20, 0.66, -0.21, -0.45, 0.07, -0.35],
  "homo_lumo_gap_ev": 6.8,
  "fmax_ha_per_bohr": 0.0264,
  "homo_energy_ha": -0.174,
  "charge": -1,
  "e_above_lowest_kj_mol": 0.0,
  "molar_mass_g_mol": 1150.08
}